(1)
Computed, not measured: a gas-phase ion, C4H7BrNS (charge +1) in a non-equilibrium geometry, with ωB97M-V with the def2-TZVPD basis set.

The geometry in XYZ format:
```
14
Properties=species:S:1:pos:R:3:forces:R:3
C 0.6562 0.8995 0.0053 1.571 0.584 0.751
C -0.3072 1.8377 0.2222 -1.773 -2.628 -1.347
C -2.3123 0.1030 0.3500 0.474 0.024 1.439
C 1.6523 -1.3451 -0.4200 1.889 2.020 5.333
N 0.5389 -0.4230 -0.2210 1.299 0.669 -0.599
S -1.9457 1.5980 -0.3070 -0.041 -1.990 1.157
Br -3.9050 -0.8014 -0.0259 0.902 0.467 0.074
H 1.7000 1.4074 0.1229 -1.612 -1.763 -0.345
H -0.1689 2.8235 0.4126 1.036 2.653 0.498
H -1.6246 -0.3871 1.2030 -1.642 1.249 -2.158
H 1.8119 -1.8475 0.5675 -0.770 -0.626 -0.919
H 1.5488 -1.9448 -1.2008 -0.808 -2.729 -3.209
H 2.6725 -0.9653 -0.4261 -0.293 1.248 -0.761
H -0.3168 -0.9550 -0.2827 -0.233 0.822 0.086
```
Forces are in eV/Å.

Values from the calculation:
- Total energy: -86619.4335 eV
- HOMO energy (alpha / beta): -12.975 / -12.974 eV
- HOMO-LUMO gap (alpha / beta): 0.255 / 0.255 Eh
- Charge: +1
- LUMO level (alpha / beta): -6.04 / -6.04 eV
- F_max: 6.0 eV Å⁻¹



(2)
Computed, not measured: a molecular structure, C16H34HgOP2 in a non-equilibrium geometry, with ωB97M-V with the def2-TZVPD basis set.

The geometry in XYZ format:
```
54
Properties=species:S:1:pos:R:3:forces:R:3
P -0.4100 -1.3186 -5.3926 1.778 -2.563 0.032
P 0.3380 2.1764 -5.0336 -0.616 -1.016 -2.528
C -0.1570 -0.0735 -6.7876 -0.561 -0.047 -0.798
C 0.7703 1.1041 -6.4551 0.364 0.324 -0.514
H -1.1499 0.2861 -7.1040 0.272 0.108 -0.011
H 0.2525 -0.6243 -7.6468 0.051 0.468 0.119
H 1.8051 0.7591 -6.2974 -0.308 0.030 0.012
H 0.7821 1.7864 -7.3225 0.281 -0.089 0.177
C -0.5522 3.6056 -5.7102 0.142 0.158 0.080
H -0.7528 4.3267 -4.9059 -0.021 -0.162 -0.214
H -1.4984 3.3066 -6.1780 0.255 -0.042 0.171
H 0.0908 4.0833 -6.4630 -0.228 -0.089 0.192
C 1.8803 2.8767 -4.4071 0.207 0.250 0.483
H 2.2037 3.6575 -5.1103 -0.270 -0.172 0.124
H 2.6897 2.1387 -4.3376 -0.448 0.235 0.026
H 1.7121 3.3378 -3.4247 0.158 -0.081 -0.239
C -1.8287 -2.4413 -5.9034 -1.075 0.443 -1.227
H -1.7645 -3.3834 -5.3385 0.144 0.469 -0.171
H -1.7156 -2.6803 -6.9675 -0.299 -0.038 0.054
H -2.8308 -2.0179 -5.7635 -0.003 -0.128 -0.056
C 0.7509 -2.5632 -6.3452 -0.004 -0.207 -0.180
H 1.7066 -2.0735 -6.5794 -0.077 -0.141 -0.002
H 0.2899 -2.8818 -7.2860 0.171 -0.077 0.011
H 0.9462 -3.4495 -5.7287 0.050 0.065 -0.247
Hg 0.7884 0.1891 0.5990 0.036 0.038 0.950
C -0.7924 1.2002 -4.0360 -0.126 0.256 2.032
C -1.5303 -0.0374 -4.5742 0.132 -0.384 -0.025
C -2.2189 -0.8011 -3.4476 -0.186 0.529 0.736
C -1.2921 -1.8749 -2.8058 0.094 -0.250 0.453
C -0.1266 -2.2342 -3.6791 -1.680 -1.675 -0.839
C 0.9352 -1.3263 -4.1401 0.883 3.505 0.138
C 1.2630 -0.1187 -3.2719 0.672 -0.501 0.427
C 0.1023 0.7938 -2.8455 0.450 0.142 0.579
C 1.0766 -1.7701 -0.0314 0.026 0.147 0.020
H -1.5664 1.9091 -3.6885 0.303 0.034 0.114
H -2.2621 0.2636 -5.3379 0.137 -0.065 0.226
H -3.1065 -1.3065 -3.8373 0.151 0.199 -0.036
H -2.5780 -0.0920 -2.6894 -0.161 -0.115 0.128
H -0.9547 -1.5887 -1.7995 -0.439 0.215 0.079
H -1.9074 -2.7813 -2.6570 0.342 0.253 -0.024
H 0.0620 -3.3016 -3.8088 0.022 0.227 0.378
H 1.8582 -1.7947 -4.4848 -0.205 0.032 0.296
H 2.0332 0.4656 -3.7946 -0.158 -0.117 0.137
H 1.7646 -0.4955 -2.3688 -0.025 0.402 0.102
H -0.4855 0.3307 -2.0525 -0.111 -0.057 -0.270
H 0.5280 1.6908 -2.3616 -0.104 -0.119 -0.136
H 1.6429 -2.2549 0.7680 -0.050 0.015 -0.096
H 1.6407 -1.8232 -0.9598 -0.145 -0.109 0.100
H 0.1117 -2.2655 -0.1443 0.170 0.034 -0.033
C 0.2695 1.8260 3.0355 0.075 0.309 -0.066
O 0.5767 1.9338 1.6588 0.023 -0.637 -0.602
H 1.1779 1.9819 3.6471 -0.277 -0.061 -0.104
H -0.1892 0.8712 3.3667 0.111 0.329 -0.265
H -0.4357 2.6446 3.2453 0.078 -0.273 0.306
```
Forces are in eV/Å.

Values from the calculation:
- Total energy: -41936.6307 eV
- HOMO energy: -4.878 eV
- HOMO-LUMO gap: 0.181 Eh
- Charge: 0
- LUMO level: 0.04 eV
- F_max: 3.6 eV Å⁻¹



(3)
Computed, not measured: a molecular structure, C25H24N4O3PtS2SeTe in a non-equilibrium geometry, with ωB97M-V with the def2-TZVPD basis set.

The geometry in XYZ format:
```
61
Properties=species:S:1:pos:R:3:forces:R:3
Pt -0.5976 0.1034 -1.6906 1.224 0.485 0.093
N 0.8486 -0.0518 -0.0962 -0.209 -0.064 -0.793
C 1.9910 -0.2098 0.0496 -0.613 0.471 0.263
N 3.2541 -0.1345 0.3004 0.329 0.033 0.063
C 4.0607 -1.2444 0.7810 0.430 -0.724 -0.014
C 4.8706 -1.8318 -0.3755 -0.149 -0.124 0.222
O 5.6514 -0.8325 -1.0024 0.142 0.080 -0.033
C 4.8296 0.1836 -1.5187 -0.149 0.271 0.023
C 4.0456 0.8711 -0.3923 0.494 0.312 -0.537
H 3.4086 -1.9988 1.2119 0.200 0.186 0.125
H 4.7368 -0.8513 1.5468 -0.083 -0.009 -0.044
H 4.1901 -2.2961 -1.1019 0.095 0.051 0.064
H 5.5650 -2.5848 -0.0060 -0.073 -0.019 0.020
H 4.1156 -0.2370 -2.2445 0.056 0.075 0.025
H 5.4847 0.8957 -2.0242 -0.100 -0.003 0.029
H 3.4032 1.6562 -0.7962 -0.012 -0.070 0.099
H 4.7461 1.2996 0.3336 -0.116 0.016 -0.098
Se -2.6686 0.7901 -2.7298 0.140 -0.266 -0.284
C -3.7830 0.4599 -1.2049 0.252 -0.103 0.020
C -5.0204 1.0877 -1.0884 0.284 -0.070 -0.069
C -5.7698 0.8599 0.0531 -0.031 0.065 -0.264
N -5.3803 0.0700 1.0409 -0.335 -0.036 0.505
C -4.2090 -0.5351 0.9233 0.201 -0.100 -0.088
C -3.3752 -0.3822 -0.1714 0.158 -0.076 -0.086
H -5.3707 1.7455 -1.8681 -0.117 0.108 -0.051
H -6.7344 1.3337 0.1788 -0.085 0.081 -0.034
H -3.9236 -1.1754 1.7496 0.080 -0.052 0.003
H -2.4177 -0.9055 -0.2255 -0.306 0.099 0.076
C 0.9967 3.9252 -0.2034 0.287 -0.500 -0.171
Te -0.3097 2.8848 -1.6230 -0.761 -0.505 0.867
C -1.4316 2.6526 0.2296 -0.258 -0.038 -0.036
C -1.1546 3.8904 1.0131 0.107 0.269 -0.105
C -2.0683 4.4229 1.9067 -0.005 -0.033 0.039
C -1.7743 5.5942 2.5857 -0.046 0.024 0.011
C -0.5785 6.2487 2.3476 0.077 0.065 0.040
C 0.3316 5.7299 1.4393 0.022 0.010 -0.011
C 0.0565 4.5427 0.7808 -0.310 0.025 0.056
H 1.6157 4.6671 -0.7019 0.002 -0.061 -0.148
H 1.6421 3.1920 0.2859 0.016 -0.024 -0.068
H -1.0509 1.7638 0.7418 0.030 0.074 -0.205
H -2.4931 2.5104 0.0370 0.067 -0.010 -0.155
H -3.0183 3.9301 2.0544 -0.087 -0.067 0.054
H -2.4919 6.0075 3.2789 -0.043 0.038 0.051
H -0.3553 7.1736 2.8580 0.004 0.082 0.038
H 1.2496 6.2588 1.2260 0.106 0.045 0.035
O 1.7807 -3.0791 1.4740 -0.431 -0.130 -0.102
S 1.7795 -3.7813 0.2130 -0.134 -0.383 0.384
O 2.9128 -4.6226 -0.0431 -0.163 -0.054 -0.188
N 1.5940 -2.6883 -1.0230 -0.087 -0.558 0.107
C 0.4485 -2.8656 -1.6023 0.618 0.248 0.078
S -0.0597 -1.9016 -2.9140 -0.913 1.151 -0.277
C -0.3965 -3.9581 -1.1011 -0.316 -0.610 0.482
C -1.6557 -4.3572 -1.5294 0.270 0.088 0.028
C -2.2676 -5.4039 -0.8563 -0.041 -0.051 0.044
C -1.6517 -6.0341 0.2182 0.090 0.076 0.018
C -0.3884 -5.6367 0.6441 0.137 -0.120 0.124
C 0.2122 -4.6084 -0.0358 0.232 0.498 -0.354
H -2.1376 -3.8695 -2.3650 0.034 0.091 0.002
H -3.2458 -5.7298 -1.1732 -0.113 -0.054 -0.010
H -2.1592 -6.8348 0.7341 -0.037 -0.084 0.018
H 0.1197 -6.1097 1.4698 -0.060 -0.121 0.119
```
Forces are in eV/Å.

Values from the calculation:
- Total energy: -135972.5277 eV
- HOMO energy: -7.720 eV
- HOMO-LUMO gap: 0.227 Eh
- Charge: 0
- LUMO level: -1.55 eV
- F_max: 1.5 eV Å⁻¹



(4)
Computed, not measured: a molecular structure, C6H12LuN2OP in a non-equilibrium geometry, with ωB97M-V with the def2-TZVPD basis set.

The geometry in XYZ format:
```
23
Properties=species:S:1:pos:R:3:forces:R:3
C 1.0019 -1.2316 -1.4997 -0.295 1.415 -1.775
C 1.0853 -2.4388 -0.8354 -1.678 -0.104 0.828
C -0.2369 -2.9975 -0.7899 -0.399 0.104 0.928
C -1.0986 -2.1874 -1.5906 0.366 -0.182 1.675
C -0.3817 -1.0577 -1.9788 1.539 0.999 -0.870
Lu -0.6666 1.8936 0.1626 -0.693 -2.650 -0.357
P 1.5251 3.2528 -0.1062 0.517 0.281 -0.212
H 1.8548 -0.6392 -1.9166 -0.736 -0.493 0.537
H 1.9192 -2.7957 -0.2737 0.480 -0.276 0.149
H -0.6139 -3.6535 0.0626 0.634 0.358 -1.653
H -0.6477 -0.3560 -2.8100 0.173 -0.602 0.846
H -2.1671 -2.2881 -1.6571 -0.225 -0.234 -0.173
H 0.8649 3.9359 -1.2689 0.919 -0.004 1.242
H 2.9685 3.0414 -0.2262 -0.780 0.631 -0.013
H 1.0648 3.9089 1.1499 0.671 0.074 -1.305
N -1.9032 2.1525 3.0346 -0.528 0.313 0.817
C -1.4007 0.9028 3.0218 0.414 -0.126 -0.471
N -1.4990 0.1260 4.1464 0.142 0.691 -0.444
O -0.8311 0.5049 1.9348 -1.040 0.419 1.250
H -2.2836 2.6233 3.8613 0.205 -0.575 -0.524
H -1.9115 2.6878 2.1426 0.079 -0.045 0.727
H -1.1456 -0.8264 4.1120 -0.043 0.492 -0.030
H -1.8048 0.5211 5.0507 0.277 -0.486 -1.170
```
Forces are in eV/Å.

Values from the calculation:
- Total energy: -54346.8967 eV
- HOMO energy (alpha / beta): -5.341 / -5.340 eV
- HOMO-LUMO gap (alpha / beta): 0.181 / 0.181 Eh
- Charge: 0
- LUMO level (alpha / beta): -0.42 / -0.42 eV
- F_max: 2.8 eV Å⁻¹



(5)
Computed, not measured: a molecular structure, C13H39BF3HgO8S in a non-equilibrium geometry, with ωB97M-V with the def2-TZVPD basis set.

The geometry in XYZ format:
```
66
Properties=species:S:1:pos:R:3:forces:R:3
Hg -6.7642 27.1233 24.4600 -0.414 -0.552 0.791
O -10.3476 27.1937 21.9582 -1.989 1.292 -1.800
H -10.0898 27.6104 21.1326 -0.278 -0.129 -0.977
H -9.7358 27.5935 22.5806 1.100 0.498 2.120
H -10.2843 26.2358 21.9478 0.667 -2.149 0.173
B -8.6662 28.3985 23.7936 0.602 -0.496 1.273
H -7.7306 28.6514 23.3192 4.262 1.432 -2.905
H -8.7850 27.3285 23.7215 -0.960 -4.022 0.202
H -8.5348 28.7516 24.8046 -0.423 1.254 3.864
H -9.4889 28.8436 23.2556 -2.347 2.352 -1.687
C -8.1266 22.5710 23.2173 0.824 0.868 1.222
F -7.2575 22.1428 24.1693 -0.619 0.874 -0.475
F -7.5024 22.5585 22.0665 0.096 0.091 -0.535
F -9.1328 21.7642 23.2210 -1.090 -0.516 -0.193
S -8.7599 24.3658 23.5661 0.635 1.272 0.962
O -9.5401 24.2808 24.7965 0.241 -0.500 -1.655
O -7.5243 25.1891 23.7649 -0.079 -1.935 -0.556
O -9.4160 24.8731 22.3536 -0.204 -1.163 0.559
C -2.6277 25.4052 24.6079 0.920 0.916 0.721
C -4.0388 24.9554 24.5411 -0.154 0.418 -0.842
C -4.2068 23.5646 24.9788 -0.604 -1.563 -0.594
O -4.9064 25.7973 25.3095 -1.082 1.517 0.631
H -2.1515 25.2884 25.5814 -0.413 -0.324 0.475
H -2.6149 26.4873 24.4774 0.455 -0.017 -0.715
H -1.9596 24.8228 23.9734 -0.253 0.405 -0.523
H -4.4615 25.1981 23.5662 0.366 -0.805 -0.454
H -3.5358 22.9188 24.4123 0.197 -0.013 0.074
H -5.2058 23.2054 24.7317 -0.064 0.018 0.379
H -3.9931 23.4235 26.0383 -0.017 0.100 0.044
H -4.6388 25.7796 26.2313 -0.143 0.144 0.405
C -4.3374 24.2668 20.6747 -0.278 0.050 -0.125
C -4.6414 22.7864 20.8070 -0.293 0.728 -1.320
C -5.6757 22.4294 19.7475 -0.134 -0.633 -0.065
O -3.4370 22.1494 20.5450 1.160 -1.694 0.597
H -3.7557 24.6458 21.5150 -0.480 0.373 0.105
H -5.2451 24.7756 20.3502 0.017 0.663 0.786
H -3.6765 24.3781 19.8150 0.069 -0.051 -0.155
H -4.9896 22.4425 21.7809 0.192 0.235 0.143
H -5.7870 21.3485 19.6624 -0.050 -0.085 0.198
H -5.3236 22.7493 18.7667 -0.052 0.281 -0.057
H -6.6565 22.8556 19.9586 0.099 0.106 -0.160
H -3.0256 22.4988 19.7511 -0.141 0.053 -0.085
C -10.4120 27.0731 26.6157 -0.473 0.172 -0.049
C -9.0885 26.7066 27.2623 -1.005 -0.347 2.494
C -9.3115 25.5761 28.3441 -0.113 1.680 -0.495
O -8.2805 26.0521 26.3197 1.052 0.995 -0.556
H -10.7059 26.2048 26.0259 -0.055 0.206 -0.585
H -10.3356 27.9976 26.0433 -0.001 -0.317 -0.369
H -11.2878 27.2023 27.2516 0.419 0.105 0.659
H -8.5737 27.5917 27.6360 0.091 -0.126 0.186
H -10.0181 25.8857 29.1141 0.124 0.009 0.088
H -8.3494 25.3063 28.7796 -0.198 -0.228 -0.035
H -9.7735 24.7641 27.7826 0.154 -0.338 0.241
H -8.9625 25.4294 26.0575 0.649 -1.136 -1.393
C -10.2592 20.2756 20.4304 0.684 -0.815 -1.198
C -9.4386 19.0533 19.9939 1.662 -0.690 -0.153
C -8.4880 18.5470 21.1032 -0.587 1.350 -0.231
O -10.1771 17.9592 19.4968 -1.269 -0.618 0.400
H -9.5554 21.0892 20.6062 -0.109 0.024 0.454
H -10.8709 20.0075 21.2918 -0.059 0.324 -0.070
H -10.8357 20.5822 19.5576 -0.480 0.022 0.286
H -8.7808 19.2186 19.1406 0.279 1.292 0.100
H -9.0567 18.4028 22.0219 0.065 -0.822 -0.028
H -7.8420 19.3870 21.3584 0.325 0.106 -0.079
H -7.8532 17.7367 20.7448 -0.383 -0.197 0.370
H -10.1075 17.9310 18.5398 -0.113 0.054 0.118
```
Forces are in eV/Å.

Values from the calculation:
- Total energy: -54319.7535 eV
- HOMO energy: -11.704 eV
- HOMO-LUMO gap: 0.222 Eh
- Charge: +1
- LUMO level: -5.67 eV
- F_max: 5.4 eV Å⁻¹



> total energy of number 5 (C13H39BF3HgO8S)?

-54319.7535 eV